Here is a molecular structure, C60H55Cl2N8O6P2S2Se2Ti from OMol25. Energies are from the ωB97M-V functional and the def2-TZVPD basis.

Geometry as XYZ:
```
138
C60H55Cl2N8O6P2S2Se2Ti the ωB97M-V functional and the def2-TZVPD basis
Se 1.40588 -6.76948 -0.76752
Se 0.23034 1.02429 -0.93358
Ti -0.82523 -0.14911 1.28471
Cl 3.58589 3.16991 5.39115
Cl -0.89628 4.55646 2.76646
S -3.02650 2.44123 6.38598
S -2.98826 -2.02715 -0.40299
P 2.03230 -4.86239 -1.37197
P 1.55399 -0.59736 -1.42724
O -0.82957 -1.92496 3.94021
O -1.78472 3.09920 6.09530
O -2.16123 -0.62956 2.66015
O -0.85454 1.66758 1.82882
O -3.92063 2.88014 7.41934
O -2.41631 -0.62903 -0.09158
N 0.05286 -1.82733 0.35703
N -0.45364 -2.95460 0.84604
N -2.64223 0.92199 6.77172
N -2.14601 2.84370 -0.81293
N 0.06377 -3.97156 0.21426
N 2.55541 2.79485 -2.80510
N 0.96193 -0.11642 2.36838
N 0.45349 3.92122 -2.92342
C 2.56345 -4.77907 -5.93877
C 1.13566 1.11479 2.94589
C 1.00159 5.01803 -2.40058
C 2.34957 5.05655 -2.08440
C 2.35546 -0.11242 -4.04914
C 0.97479 -3.51254 -0.69346
C -3.09548 4.68132 -2.66907
C -1.84548 0.08891 5.86176
C -3.85748 -3.11154 -2.73873
C 1.54499 -5.70552 -3.96223
C 5.86432 0.33709 -0.19886
C 3.49900 0.72885 -0.03402
C 3.83983 -3.78446 0.46089
C 0.02694 -1.21849 -5.10463
C -3.71741 3.44887 -2.50851
C 0.92737 -0.56058 -5.93798
C -5.20409 -1.01284 0.96267
C 0.93793 -2.11108 -0.62670
C 6.05429 -4.91897 -0.77143
C 2.26831 2.72814 4.33369
C 1.25402 2.87215 -3.09417
C 1.45463 -0.77091 -3.21670
C 0.24535 3.31669 3.15981
C 4.79813 1.03314 0.35209
C 1.82255 -1.05234 2.64028
C -3.92745 2.64700 2.48791
C 2.95103 -0.83564 3.46482
C 6.20402 -4.22464 0.42607
C 2.19731 -4.75957 -3.17479
C 3.26429 -0.28641 -0.96248
C 0.11899 2.07231 2.61997
C -3.84829 -1.80239 -1.95180
C 1.31666 3.63822 4.03474
C 0.13911 6.21761 -2.19489
C 3.68382 -4.47555 -0.73637
C -5.99584 2.59016 3.70080
C 5.09734 -3.65938 1.04092
C -3.22473 2.51738 3.67719
C 2.08756 -0.00964 -5.41277
C 3.14485 0.38150 4.03064
C 2.21169 1.41382 3.78752
C 3.08750 3.90883 -2.29891
C 4.79871 -5.05373 -1.34474
C -3.92020 2.43878 4.87900
C -1.98028 4.97185 -1.90314
C 5.63793 -0.67178 -1.12751
C 4.34153 -0.98806 -1.50462
C 1.71625 -5.70266 -5.34268
C -5.31312 2.46038 4.89762
C -4.36367 -2.25518 0.72572
C -3.18798 2.55021 -1.59445
C 3.05164 -3.84291 -3.78230
C -6.07651 2.96263 1.20874
C -5.31540 2.71089 2.48716
C -1.17452 6.20844 -2.04256
C -1.80442 -1.21099 3.79472
C -2.65421 -0.86921 4.98245
C 0.28559 -1.31360 -3.74907
C -1.58501 4.03228 -0.96013
C 3.24478 -3.85696 -5.15543
H -4.92268 -3.10402 0.31733
H 4.18324 -1.78434 -2.21844
H -3.60111 1.55482 -1.47205
H -3.37625 0.46341 7.29574
H 3.63235 -1.65607 3.64869
H -6.99633 2.37679 1.16791
H 0.65771 7.17234 -2.18389
H -3.27240 -1.02117 -2.45039
H -5.84243 2.41335 5.84115
H -1.25348 0.77527 5.25451
H -0.74067 4.24833 -0.30964
H -4.56337 -0.15186 1.14613
H -7.08069 2.62286 3.70736
H 4.97289 1.82191 1.07411
H -5.47003 2.72451 0.33425
H 1.20954 -6.44498 -5.94738
H -4.44112 -3.88519 -2.23330
H 0.92379 -6.44912 -3.47876
H -3.87054 -2.56823 1.64626
H 0.71889 -0.47502 -6.99871
H 6.91528 -5.36930 -1.24936
H -1.69417 7.16182 -1.97205
H -5.81748 -1.16048 1.85158
H -4.57513 3.17694 -3.11096
H -3.37405 2.71790 1.55644
H 1.36097 4.62991 4.46564
H 2.70734 -4.78704 -7.01328
H -0.87978 -1.64800 -5.51377
H 4.14532 3.87839 -2.05897
H 3.92906 -3.15327 -5.60936
H 5.21024 -3.11514 1.97140
H -5.86607 -0.78867 0.12666
H 3.61181 -3.14404 -3.18095
H -2.14406 2.50048 3.67006
H 3.24467 0.35274 -3.63839
H 7.18376 -4.13326 0.88031
H -2.84528 -3.49938 -2.86926
H -3.44658 5.38490 -3.41669
H 1.60961 -2.03372 2.23790
H 2.80521 5.94773 -1.67140
H 2.66022 1.28136 0.37193
H -1.14348 -0.48850 6.45710
H 2.77993 0.51957 -6.05735
H 2.97709 -3.34683 0.94871
H -2.86852 -1.78022 5.54076
H 3.99444 0.56803 4.67809
H -0.42804 -1.79453 -3.09016
H -4.29810 -2.95509 -3.72362
H -6.35890 4.01634 1.13530
H 0.79529 1.98341 -3.51538
H -4.85663 -1.43373 -1.76204
H 6.46786 -1.22185 -1.55322
H 6.87834 0.58301 0.09250
H -3.58540 -0.40627 4.65621
H 4.68004 -5.61626 -2.26354
```

As for the HOMO energy (spin up / spin down): -7.46 / -7.68 eV. As for the HOMO-LUMO gap (spin up / spin down): 7.2 / 7.4 eV. The spin multiplicity is 2. For the lowest unoccupied orbital energy (spin up / spin down), the calculation gives -0.24 / -0.26 eV. The energy above the lowest of the compared OMol25 structures with the same formula, charge and spin comes out at 0.0 kJ/mol. The strongest force on any atom comes out at 2.6 eV Å⁻¹. Its expectation value of S² is 0.753.

Atomic partial charges in e from the Löwdin method, atoms 1 to 5:
1 Se 0.304
2 Se 0.670
3 Ti 0.837
4 Cl 0.687
5 Cl 0.780

---

Here is a molecular structure, C60H56N4O4P3S2SiSr from OMol25. Energies are from the ωB97M-V functional and the def2-TZVPD basis.

Geometry as XYZ:
```
131
C60H56N4O4P3S2SiSr the ωB97M-V functional and the def2-TZVPD basis
Sr -0.07129 -0.00733 0.10939
S -4.58631 2.61354 1.73224
S 0.54092 5.23989 -0.93262
P -2.15303 -2.73110 0.51142
P 2.44592 -1.44752 2.01714
P 3.03918 -0.27538 -2.54153
Si 0.96512 -2.49389 -0.89858
O -0.43015 0.10054 3.24467
O 1.29820 1.79994 1.78777
O -3.06846 -0.47818 -1.59026
O -0.88218 0.33630 -3.09273
N -4.23160 0.02353 1.02355
N 2.08961 3.05844 -1.23886
N -0.11057 2.80222 -0.42575
N -2.59627 1.62981 0.43928
C -2.43415 -2.20251 3.22176
C -3.32022 3.67440 1.24045
C 1.28209 -2.30566 -5.66138
C 5.23063 -4.03263 0.49457
C 4.57921 1.72774 -3.85547
C 3.48998 -3.87685 -1.14523
C 5.75583 0.44555 3.67900
C 4.74904 -0.94682 -2.58064
C 2.72938 -3.01821 -0.33510
C -1.44081 -6.59261 -0.66311
C 0.35007 -3.21192 -3.64137
C 2.01092 -1.46759 -3.50405
C -1.13739 -4.17323 2.77926
C -5.79682 -3.35952 -1.19538
C -0.11145 -6.56206 -1.06063
C 3.87043 -0.33747 2.39039
C 1.14841 -2.38718 -2.83170
C 1.95287 -1.72831 4.73231
C 1.79114 -2.40383 5.93227
C -6.64995 -3.63190 -0.13309
C -1.87237 -3.09349 2.29754
C 3.28995 -2.64313 0.89681
C 2.06423 -1.45013 -4.90261
C 2.27228 -4.47592 4.81855
C 2.42797 -3.80194 3.61259
C 5.21022 -1.84723 -3.53820
C 6.96222 -0.88810 -1.60619
C -4.45224 -3.12080 -0.96018
C 4.53441 -3.14511 1.29320
C -1.00027 -4.37716 4.14820
C 6.53416 -2.26071 -3.52750
C 5.19367 1.53660 1.61640
C -0.01984 -4.14693 -0.68190
C 2.41927 2.77562 -5.24659
C 0.87938 3.52891 -0.87750
C 0.57519 -5.35865 -1.06647
C -1.17874 3.60013 -0.04406
C 4.69173 -0.43158 3.51157
C 7.41315 -1.78407 -2.56330
C -1.35251 -4.20851 -0.23747
C 2.26327 1.65927 -4.44015
C -1.01336 4.92609 -0.25508
C -2.28796 -2.40259 4.58818
C 3.66236 3.38755 -5.34691
C -6.14574 -3.67365 1.15806
C -2.37048 2.99493 0.55863
C 3.33597 1.10776 -3.74081
C 4.12866 0.66383 1.45302
C -3.73679 1.28813 0.98599
C 1.96025 -3.78256 5.97761
C 5.63562 -0.47788 -1.61236
C -3.93409 -3.15633 0.33797
C 6.01360 1.42616 2.73178
C 4.73829 2.85934 -4.65002
C -2.04888 -5.42323 -0.24357
C -1.57018 -3.49771 5.05441
C 2.29808 -2.41684 3.56298
C 0.41529 -3.18268 -5.02788
C -4.79558 -3.43604 1.39489
C 4.70701 -4.39518 -0.73837
H -3.92176 -0.59034 0.27695
H 0.79943 2.53697 2.16008
H -1.46106 -3.66287 6.11947
H -3.07792 -5.45649 0.09253
H 8.44317 -2.11968 -2.55516
H 1.34729 -2.28402 -6.74296
H -2.69702 0.39355 -1.41156
H -3.78550 -2.91790 -1.78964
H 6.84588 2.10649 2.86466
H 1.60733 -5.36405 -1.38876
H -7.70193 -3.81858 -0.31110
H 1.82823 -0.65033 4.69754
H 1.57474 3.17435 -5.79730
H -0.45091 -5.23811 4.50493
H 4.95575 -2.84814 2.24664
H 2.25723 2.06632 -1.26627
H 4.54066 -2.23830 -4.29186
H -0.46546 -0.39190 -3.58332
H 3.11991 -4.14051 -2.13094
H -0.33021 -3.91110 -3.16694
H 5.71419 3.32340 -4.73047
H 2.78092 3.66928 -1.63470
H 1.30083 1.19107 -4.34774
H 5.25470 -5.06700 -1.38809
H 6.39037 0.35986 4.55307
H -0.76428 1.13406 -3.61730
H -0.67742 -4.87101 2.09031
H 5.28606 0.20858 -0.84957
H 2.71761 -0.74842 -5.40640
H 2.40213 -5.55181 4.85072
H -0.19792 -3.85706 -5.61386
H -3.00945 -1.35715 2.85424
H -5.20013 -0.08689 1.27770
H -2.74563 -1.71290 5.28953
H -4.41925 -3.49038 2.40786
H 5.43773 1.32672 -3.33068
H 5.38143 2.30670 0.87605
H -6.18243 -3.33457 -2.20763
H 6.18594 -4.42665 0.82242
H 0.38622 -7.47235 -1.37612
H 2.67102 -4.35678 2.71444
H 1.84679 -4.31437 6.91506
H -1.70851 5.73123 -0.07381
H -3.06095 -0.55907 -2.55183
H -0.47045 -0.83826 3.48995
H -3.35797 4.72338 1.48964
H 3.79307 4.26647 -5.96604
H 4.50518 -1.19362 4.25841
H 7.64088 -0.51185 -0.84984
H 3.48449 0.75737 0.58561
H 1.54236 -1.85629 6.83381
H -1.20007 0.50181 3.66396
H 1.55946 1.25389 2.54369
H -1.99665 -7.52277 -0.66900
H -6.80318 -3.90164 1.98847
H 6.88340 -2.95952 -4.27815
```

As for the HOMO energy: -8.68 eV. As for the HOMO-LUMO gap: 6.8 eV. For the lowest unoccupied orbital energy, the calculation gives -1.85 eV. The energy above the lowest of the compared OMol25 structures with the same formula, charge and spin comes out at 8.9 kJ/mol. The strongest force on any atom comes out at 1.9 eV Å⁻¹. As for the net charge: +1.

Atomic partial charges in e from the Löwdin method, atoms 1 to 5:
1 Sr 1.031
2 S 1.074
3 S 1.071
4 P 1.051
5 P 1.065

---

Here is 9 unconnected molecules or ions with the total composition C60H57ClNO4 from OMol25. Energies are from the ωB97M-V functional and the def2-TZVPD basis.

Geometry as XYZ:
```
123
C60H57ClNO4 the ωB97M-V functional and the def2-TZVPD basis
Cl 0.96156 0.84115 4.47473
O -5.40102 -0.47979 -0.16499
O -6.04241 -2.32643 5.42703
O -3.40333 0.51201 -0.26736
O -1.63639 -3.77752 5.76623
N -3.94026 -3.32193 5.87783
C 6.78097 4.15085 -1.51781
C -0.37242 -3.48859 -1.31835
C -5.23313 -0.46894 8.22121
C -4.91353 -1.12009 9.40727
C -1.60127 -4.11475 -1.14195
C -5.18074 -3.74545 -5.73075
C 2.55899 2.38560 -7.45660
C -4.68194 1.00546 10.51280
C 7.42613 2.75425 -3.36851
C -3.80857 -1.12620 1.54444
C -4.63335 -0.38249 10.55140
C -5.00674 1.65667 9.32836
C -5.27798 0.91941 8.18218
C -9.87806 -4.91569 1.69195
C 2.40025 1.60842 -6.31540
C -0.57937 -6.24605 -1.60024
C -4.20058 -2.41802 -3.49212
C 0.25985 -1.75968 3.86203
C -2.61869 -3.29846 5.26348
C -8.55851 -3.42084 0.34230
C 4.65362 -0.27814 -1.83969
C 4.02670 0.67053 -1.03912
C 7.78847 3.88255 -4.09510
C 4.42294 2.54044 -5.40039
C 9.00500 10.94596 -2.89122
C 0.65028 -5.62037 -1.77144
C -7.93784 -2.93637 1.48691
C -3.89857 -4.01805 -5.26839
C 7.15199 5.27841 -2.24043
C 9.83006 8.70783 -3.21196
C 9.40841 8.36972 -1.93177
C -0.46509 -2.82266 2.91263
C -4.23719 -2.10969 3.78275
C -3.40756 -3.35121 -4.15186
C -2.84560 -2.58661 3.91702
C 0.26221 -0.32013 3.22064
C -1.70357 -5.49346 -1.28145
C 4.57860 3.32144 -6.53910
C 8.77967 9.31749 -1.13345
C 9.63043 9.99711 -3.69089
C -4.89824 -2.55568 5.11223
C 0.75385 -4.24199 -1.62836
C 3.33484 1.68250 -5.28974
C 4.85289 -1.56791 -1.36176
C -8.29107 -3.43594 2.73522
C -4.24365 -0.31884 0.26996
C -9.25968 -4.42836 2.83724
C -5.48398 -2.14975 -3.95104
C 3.64890 3.24071 -7.56881
C -4.75814 -1.38518 2.64413
C -1.96214 -2.32421 2.78412
C 4.42999 -1.90726 -0.08229
C 7.65372 5.14495 -3.52962
C -9.53073 -4.40915 0.44469
C 3.59564 0.32844 0.23682
C -2.40166 -1.59649 1.57500
C 8.57523 10.60531 -1.61449
C 6.92125 2.88807 -2.08144
C -5.97217 -2.80992 -5.07313
C 3.80022 -0.96031 0.71660
H -8.28406 -3.02785 -0.62980
H -3.81909 -1.89859 -2.61953
H 5.33900 -2.30839 -1.98650
H -7.81073 -3.05260 3.62898
H -0.29283 -2.41220 -1.21317
H -5.56360 -4.26237 -6.60390
H -5.52549 1.42700 7.25697
H -4.37756 -0.89029 11.47457
H -0.39839 -1.68229 4.77501
H -2.47832 -3.52676 -0.89558
H -0.53900 -3.83007 3.41154
H 8.17689 3.77784 -5.10177
H 1.26705 -2.10153 4.20893
H 4.59047 -2.91169 0.29284
H -10.01703 -4.78567 -0.44816
H -1.70124 -1.39422 0.72593
H -4.88212 -2.20353 9.43939
H 7.04909 6.26329 -1.79880
H -10.63241 -5.69096 1.77145
H 0.87057 -0.30702 2.28092
H 8.08151 11.34369 -0.99353
H 1.54842 0.94447 -6.22588
H 3.10078 1.06613 0.85810
H -9.53200 -4.82168 3.81024
H 3.87323 1.67761 -1.41113
H 7.93953 6.02558 -4.09397
H 10.31553 7.96661 -3.83629
H 8.85153 11.95224 -3.26395
H 5.42585 3.99259 -6.62412
H -4.46660 1.58068 11.40609
H 3.77317 3.84577 -8.45993
H 6.38324 4.25560 -0.51503
H 3.21442 1.07124 -4.40213
H -6.97155 -2.59561 -5.43543
H 1.71335 -3.75366 -1.75926
H -2.66132 -5.98173 -1.14235
H 0.03933 -2.91474 1.91726
H -5.82031 -1.06709 2.64061
H 6.63639 2.00771 -1.51666
H 9.96252 10.26224 -4.68804
H -3.87920 -2.96273 6.83464
H -5.04710 2.73934 9.29868
H 7.53649 1.76860 -3.80708
H 8.44870 9.05287 -0.13581
H 3.46819 -1.22638 1.71389
H 5.15024 2.60080 -4.59874
H 9.56922 7.36553 -1.55594
H 1.83259 2.32450 -8.25872
H -3.28175 -4.74933 -5.77878
H -5.44732 -1.04430 7.32752
H -0.77334 0.06679 3.02838
H -6.10234 -1.42532 -3.43390
H -0.66101 -7.32095 -1.71427
H 1.52803 -6.20780 -2.01649
H -2.40549 -3.55859 -3.79367
H 4.98693 -0.01184 -2.83703
H -7.17861 -2.16755 1.40523
```

As for the HOMO energy: -5.23 eV. As for the HOMO-LUMO gap: 7.0 eV. For the lowest unoccupied orbital energy, the calculation gives 1.76 eV. The strongest force on any atom comes out at 3.9 eV Å⁻¹. As for the net charge: -1.

Atomic partial charges in e from the Löwdin method, atoms 1 to 5:
1 Cl 0.459
2 O -0.059
3 O 0.075
4 O -0.112
5 O 0.099

---

The highest strongest force on any atom belongs to which entry? C60H57ClNO4

---

strongest force on any atom of number 3 (C60H57ClNO4)? 3.9 eV Å⁻¹